[1]
A molecular structure, C5H14NO at a distorted geometry, computed with wB97M-V/def2-TZVPD.

Each line ends with the Mulliken charge.
Positions of all 21 atoms, in Å:
O (-0.46739, -0.02512, 0.21215)  -0.486
C (-1.20875, 0.30434, 1.12354)  0.769
C (-2.64135, -0.17096, 1.19981)  -1.116
C (-0.74716, 1.21115, 2.24099)  -1.083
H (-2.87840, -0.81846, 0.33890)  0.291
H (-3.33113, 0.68972, 1.19314)  0.352
H (-2.80427, -0.74523, 2.12732)  0.351
H (-1.35802, 2.12924, 2.26472)  0.344
H (-0.84298, 0.69958, 3.21347)  0.345
H (0.30873, 1.49479, 2.09521)  0.280
C (1.07744, 0.43241, -2.29632)  -0.848
C (1.80395, -1.54807, -0.97459)  -0.848
N (1.48258, -0.09253, -0.96128)  -0.087
H (0.84910, 1.51014, -2.24196)  0.325
H (0.18054, -0.09956, -2.65571)  0.330
H (1.89156, 0.28159, -3.02507)  0.373
H (0.92417, -2.12674, -1.30281)  0.330
H (2.63519, -1.74559, -1.67218)  0.373
H (2.09811, -1.89470, 0.03035)  0.325
H (2.31664, 0.43578, -0.62809)  0.376
H (0.71146, 0.07821, -0.28158)  0.307

Output
Energy relative to the best compared isomer or geometry (same formula, charge and spin)   81.3 kJ/mol
Kohn-Sham gap   0.431 Eh
Multiplicity   1
E_HOMO   -0.5365 Ha
E_tot   -8943.1652 eV
Charge   +1

[2]
A single C12H13NO molecule at a distorted geometry, computed with wB97M-V/def2-TZVPD.

Each line ends with the Mulliken charge.
Positions of all 27 atoms, in Å:
C (1.91999, -0.31013, 1.53307)  -1.503
C (1.77052, -0.54664, 0.01636)  1.135
C (3.11897, -0.86011, -0.62850)  -1.953
C (0.85514, -1.58327, -0.29577)  -0.559
O (0.00740, -1.71480, -1.38890)  -0.519
C (-0.90130, -1.26016, -0.40963)  1.101
C (-1.60619, -2.27158, 0.28348)  0.093
N (-2.10118, -3.14332, 0.80346)  -0.487
C (-1.28850, 0.14797, -0.24481)  0.241
C (-2.17255, 0.55628, 0.80301)  -0.468
C (-2.64437, 1.85568, 0.86448)  -0.594
C (-2.33161, 2.72639, -0.18376)  -0.588
C (-1.62421, 2.27164, -1.28679)  -0.634
C (-1.01866, 1.03474, -1.21771)  -0.102
H (2.40799, -1.33657, 1.92303)  0.275
H (0.98433, -0.11304, 1.94611)  0.373
H (2.57404, 0.43597, 1.57118)  0.518
H (1.40283, 0.39457, -0.46332)  0.142
H (3.40122, -1.78074, -0.41208)  0.556
H (3.79374, -0.13675, -0.29496)  0.466
H (2.97256, -0.85237, -1.69419)  0.408
H (1.07655, -2.67421, 0.13030)  0.296
H (-2.46433, -0.13821, 1.61863)  0.306
H (-3.33710, 2.17872, 1.58540)  0.442
H (-2.91807, 3.55975, -0.27488)  0.396
H (-1.55280, 2.84715, -2.23962)  0.327
H (-0.32442, 0.71303, -2.04358)  0.330

Output
Energy relative to the best compared isomer or geometry (same formula, charge and spin)   341.8 kJ/mol
Kohn-Sham gap   0.332 Eh
Multiplicity   1
E_HOMO   -0.3140 Ha
E_tot   -16188.6884 eV